Here is a molecular structure, C41H99FeN3O13 from OMol25. Energies are from wB97M-V/def2-TZVPD.

The expectation value of S² is 6.012. As for the electronic energy: -109592.17507 eV. The calculation puts the gap between HOMO and LUMO (spin up / spin down) at 5.99 / 5.70 eV. As for the spin multiplicity: 5.

Cartesian coordinates (Å):
Fe -1.259 -2.802 -4.152
C 1.499 0.473 -3.398
C 2.343 -0.397 -4.324
C 3.867 -0.170 -4.144
C 4.448 -0.689 -2.860
C 4.105 -2.184 -2.653
C 2.650 -2.570 -2.878
N 2.118 -1.870 -4.129
O 0.900 -2.413 -4.671
C 1.813 -2.151 -1.599
C 2.691 -4.116 -3.104
C 1.981 0.012 -5.791
H 0.486 0.076 -3.330
H 1.296 1.517 -3.639
H 1.833 0.614 -2.370
H 4.052 0.898 -4.268
H 4.359 -0.624 -5.004
H 4.065 -0.103 -2.024
H 5.522 -0.514 -2.810
H 4.439 -2.498 -1.664
H 4.646 -2.803 -3.369
H 0.762 -2.387 -1.765
H 1.931 -1.102 -1.329
H 2.092 -2.806 -0.773
H 3.324 -4.408 -3.941
H 1.688 -4.519 -3.247
H 3.102 -4.484 -2.164
H 2.581 -0.608 -6.457
H 2.321 1.044 -5.872
H 0.935 -0.171 -6.037
C -1.311 0.165 -1.094
C -1.883 -1.275 -1.170
O -1.603 -1.926 -2.233
O -2.640 -1.734 -0.311
H -2.048 0.690 -0.485
H -1.072 0.719 -2.001
H -0.408 0.175 -0.483
C -5.780 1.215 0.702
C -5.794 0.154 -0.393
O -4.733 0.247 -1.280
H -5.566 2.175 0.232
H -4.944 1.096 1.391
H -6.676 1.163 1.320
H -6.702 0.213 -0.994
H -5.730 -0.814 0.104
H -4.114 -0.466 -1.103
C -4.964 -1.979 3.196
C -3.551 -2.121 2.735
O -3.005 -0.884 2.344
H -5.133 -1.090 3.802
H -5.152 -2.866 3.801
H -5.588 -1.854 2.311
H -3.514 -2.854 1.929
H -2.920 -2.544 3.517
H -2.756 -0.982 1.422
C -2.879 5.156 -2.233
C -2.838 3.652 -1.689
O -4.134 3.111 -1.606
H -2.935 5.172 -3.322
H -1.935 5.628 -1.961
H -3.756 5.665 -1.832
H -2.401 3.641 -0.691
H -2.237 2.973 -2.293
H -4.045 2.162 -1.497
C -4.017 3.426 3.625
C -3.248 3.399 2.333
O -2.047 2.634 2.414
H -3.503 4.063 4.344
H -4.152 2.412 4.002
H -4.994 3.878 3.450
H -2.927 4.431 2.191
H -3.791 3.047 1.456
H -2.002 2.172 1.574
C -1.068 -4.698 1.558
C -0.884 -4.794 0.090
O -2.047 -4.598 -0.628
H -1.839 -5.354 1.963
H -1.211 -3.659 1.856
H -0.199 -5.237 1.937
H -0.401 -5.724 -0.208
H -0.184 -4.034 -0.257
H -2.364 -3.739 -0.339
C -6.905 -3.866 -1.954
C -5.610 -3.778 -1.133
O -4.649 -2.973 -1.810
H -6.698 -4.338 -2.914
H -7.251 -2.878 -2.259
H -7.644 -4.480 -1.439
H -5.165 -4.762 -0.987
H -5.790 -3.350 -0.146
H -3.880 -2.811 -1.258
C 3.946 6.260 -0.629
C 3.964 4.871 -0.031
C 4.078 5.055 1.525
C 2.719 5.282 2.170
C 1.690 4.234 1.752
C 1.443 4.141 0.206
N 2.777 3.996 -0.442
O 2.699 3.740 -1.795
C 0.662 2.860 -0.063
C 0.639 5.299 -0.361
C 5.288 4.143 -0.437
H 3.318 7.001 -0.133
H 3.618 6.141 -1.662
H 4.944 6.697 -0.597
H 4.654 4.247 1.977
H 4.734 5.876 1.814
H 2.390 6.281 1.884
H 2.804 5.241 3.256
H 0.761 4.500 2.256
H 1.976 3.240 2.096
H 0.357 2.836 -1.109
H 1.205 1.960 0.225
H -0.287 2.937 0.469
H -0.277 5.364 0.227
H 1.098 6.276 -0.215
H 0.241 5.094 -1.354
H 6.210 4.629 -0.121
H 5.235 4.062 -1.523
H 5.338 3.161 0.032
H 3.102 2.868 -1.802
C 1.055 0.701 3.452
C 1.601 -0.685 3.062
C 2.600 -0.400 1.882
C 3.527 -1.580 1.530
C 4.260 -2.027 2.802
C 3.294 -2.401 4.044
N 2.350 -1.263 4.200
O 1.533 -1.443 5.347
C 2.542 -3.695 3.703
C 4.187 -2.595 5.270
C 0.344 -1.519 2.564
H 0.625 1.209 2.589
H 1.886 1.334 3.762
H 0.471 0.673 4.372
H 1.940 -0.382 1.015
H 3.235 0.476 2.017
H 4.237 -1.426 0.717
H 2.850 -2.344 1.150
H 4.894 -1.174 3.045
H 4.870 -2.868 2.475
H 2.936 -4.603 4.160
H 1.522 -3.696 4.088
H 2.421 -3.845 2.630
H 4.892 -3.406 5.086
H 4.782 -1.695 5.424
H 3.620 -2.777 6.183
H -0.285 -1.017 1.829
H -0.273 -1.850 3.400
H 0.796 -2.405 2.119
H 1.912 -0.844 5.994
O -0.813 -4.610 -3.319
H -0.980 -4.710 -2.382
H -0.538 -5.480 -3.608
O -3.276 -3.401 -4.028
H -3.884 -3.122 -3.343
H -3.830 -3.835 -4.677